# 1
A cluster of 8 separate species, C48H120N8O16 in total, computed with the ωB97M-V functional and the def2-TZVPD basis.

The geometry in XYZ format:
```
192
Properties=species:S:1:pos:R:3:forces:R:3
C 2.45169 -3.90686 -2.19288 1.0 -0.3 0.3
O 1.19044 -3.48662 -1.81644 -1.2 -0.3 0.0
C 0.74288 -4.01485 -0.57581 -1.2 1.3 0.5
C 1.12848 -3.10062 0.59571 0.4 0.2 -0.2
N 0.82911 -1.66533 0.29756 0.6 -1.3 -0.3
C 1.42404 -0.73179 1.25797 -1.0 0.3 -0.4
C 1.12734 0.76823 0.90770 0.3 -2.2 2.2
O 2.13105 1.28622 0.11053 -0.1 0.7 -0.9
C 1.76539 2.54817 -0.42693 0.5 -0.2 -0.8
H 3.18813 -3.32263 -1.64115 0.5 0.4 -0.5
H 2.53764 -3.85154 -3.27807 0.2 0.3 0.1
H 2.66860 -4.93232 -1.89374 -0.3 -0.4 -0.1
H 1.04834 -5.05127 -0.43224 0.1 0.0 0.0
H -0.34533 -3.97042 -0.61985 -0.1 -0.3 -0.2
H 2.17665 -3.33167 0.78554 0.4 0.6 0.2
H 0.60866 -3.37262 1.51435 -0.2 -0.2 0.0
H 1.20731 -1.54778 -0.63154 0.1 0.5 -0.2
H 2.48468 -0.85788 1.47531 0.4 0.0 -0.4
H 0.94914 -1.01295 2.19793 -0.2 0.5 0.3
H 1.20276 1.23859 1.88810 -0.3 0.5 0.3
H 0.10116 0.88199 0.55827 0.0 0.1 -0.5
H 1.21601 3.22252 0.22997 0.3 -0.1 0.6
H 1.12685 2.44298 -1.30403 -0.1 -0.2 -0.1
H 2.69742 2.99375 -0.77461 -0.2 0.2 0.2
C -2.08824 0.63832 3.59759 -0.5 0.0 0.7
O -2.32404 1.59894 2.58348 0.1 -0.7 0.0
C -3.07077 1.01791 1.51622 -0.4 -0.6 0.3
C -3.23847 2.02266 0.44397 -0.3 1.6 -0.7
N -4.09743 3.07134 0.95883 -0.7 -0.1 0.8
C -4.22161 4.27364 0.18305 -1.1 0.7 0.8
C -5.10269 5.27937 1.03761 2.2 -0.8 0.3
O -4.23403 5.68628 2.12994 -0.3 0.7 -0.8
C -4.92787 6.54786 3.01722 0.4 -1.0 0.7
H -1.70659 1.11304 4.50153 0.5 0.3 -0.3
H -1.46310 -0.20616 3.30754 0.4 0.2 -0.4
H -2.99838 0.16880 3.97082 -0.6 0.0 -0.3
H -4.08419 0.78973 1.84638 -0.2 -0.1 0.4
H -2.66500 0.06022 1.19021 0.5 0.0 -0.2
H -3.74504 1.68468 -0.46006 0.3 -0.7 0.0
H -2.30080 2.48779 0.13977 0.6 -0.3 -0.1
H -3.83542 3.28687 1.91015 0.2 0.2 0.1
H -4.71681 4.02869 -0.75657 -0.1 0.1 -0.2
H -3.24691 4.70679 -0.04153 0.2 0.4 -0.1
H -5.91444 4.69924 1.47649 -0.4 0.1 -0.2
H -5.42770 6.19663 0.54658 -0.2 -0.2 -0.4
H -4.24783 6.87666 3.80305 0.2 -0.2 -0.1
H -5.66704 5.89591 3.48272 -0.6 0.5 0.3
H -5.35962 7.46504 2.61661 -0.2 -0.2 -0.6
C 4.35642 -0.27056 -5.76194 -0.2 -0.9 -0.1
O 3.24428 -1.01362 -5.31296 -1.1 0.8 -0.1
C 1.96914 -0.64138 -5.88760 1.0 -0.6 0.1
C 0.90293 -1.42096 -5.17687 -0.8 1.0 0.1
N -0.43396 -0.91708 -5.60948 0.4 -1.7 0.0
C -1.21012 -2.12960 -5.95085 -0.5 1.2 -1.2
C -2.65490 -1.66794 -6.22765 -0.3 -1.0 1.0
O -3.60095 -2.75422 -6.28664 0.1 0.1 -0.7
C -4.94171 -2.27673 -6.41563 0.8 -0.3 -0.3
H 4.58159 -0.58233 -6.78184 0.3 0.1 -0.3
H 5.16247 -0.57736 -5.09542 0.2 0.3 -0.2
H 4.22958 0.81204 -5.76171 -0.2 0.1 0.3
H 1.88764 -0.98515 -6.91876 0.4 0.2 -0.4
H 1.79690 0.43475 -5.90744 0.1 0.2 0.4
H 0.91932 -1.32472 -4.09125 0.6 -0.2 0.1
H 1.05107 -2.46031 -5.46996 -0.1 -0.1 0.3
H -0.87385 -0.56581 -4.77092 -0.1 0.6 0.3
H -1.18751 -2.91861 -5.19916 0.0 -0.1 0.2
H -0.67774 -2.44008 -6.84988 -0.6 -0.8 -0.2
H -2.68693 -1.01910 -7.10291 -0.1 0.0 -0.1
H -2.99779 -1.13875 -5.33856 0.3 0.8 0.0
H -5.21170 -1.63045 -5.58044 -0.1 -0.1 0.3
H -5.59208 -3.14576 -6.51517 0.0 0.0 0.3
H -5.06584 -1.69231 -7.32729 0.1 0.2 -0.2
C 2.62688 2.73284 -4.13729 0.2 0.8 0.3
O 2.05808 3.90991 -3.54932 0.4 0.2 0.0
C 2.68994 5.15383 -3.88667 -0.1 0.0 -0.1
C 4.17222 5.21760 -3.49102 -0.4 0.2 -0.3
N 4.38468 5.04553 -2.06688 -0.8 -0.9 0.3
C 4.22825 6.18705 -1.18845 0.7 0.2 0.1
C 4.57584 5.75976 0.24938 -1.0 0.5 -0.4
O 3.48007 5.01619 0.78676 0.0 0.0 -0.5
C 3.89676 4.11972 1.76756 1.0 -1.3 0.3
H 1.91076 1.92865 -3.96833 0.2 0.1 -0.2
H 3.58981 2.47907 -3.69404 0.0 -0.2 0.4
H 2.86760 2.88559 -5.18935 -0.5 0.0 -0.4
H 2.10934 5.93739 -3.39982 -0.1 -0.1 0.4
H 2.54835 5.35244 -4.94903 0.3 -0.2 -0.4
H 4.64895 6.13865 -3.82642 -0.1 0.1 -0.2
H 4.63928 4.40089 -4.04143 0.4 0.0 0.1
H 3.55120 4.54035 -1.80194 0.2 -1.2 0.2
H 3.21008 6.57573 -1.20683 -0.2 0.3 0.1
H 4.90825 6.95869 -1.54940 0.1 0.3 0.3
H 4.65701 6.63849 0.88917 0.5 0.2 0.0
H 5.49502 5.17415 0.23292 0.0 -0.1 0.1
H 4.48433 3.29082 1.37285 0.2 -0.2 -0.8
H 3.09284 3.57436 2.26193 -0.4 0.8 0.1
H 4.61817 4.54308 2.46643 -0.4 0.5 0.5
C 2.21878 -6.70316 1.44948 -0.7 -0.2 -0.6
O 2.49606 -5.66054 2.30946 -0.2 0.3 0.6
C 3.85083 -5.35753 2.33633 0.6 1.0 0.7
C 4.05991 -4.30810 3.43780 0.6 -0.9 -0.8
N 3.45930 -3.04320 3.07629 0.5 -0.4 0.4
C 3.84429 -2.05735 4.06706 -0.3 1.0 0.1
C 2.81901 -1.93009 5.19720 0.2 0.6 0.2
O 1.57405 -2.08183 4.58846 -1.9 -0.2 -0.8
C 0.41742 -1.63778 5.29137 0.4 0.4 0.7
H 2.66793 -7.63636 1.78931 0.0 -0.3 0.1
H 2.57274 -6.48754 0.44135 0.2 0.0 -0.3
H 1.13215 -6.76505 1.39011 0.0 -0.4 0.0
H 4.17105 -4.95998 1.37326 0.0 0.3 -0.3
H 4.47433 -6.23443 2.51071 0.0 -0.4 0.3
H 5.12600 -4.15162 3.60235 0.2 -0.1 -0.2
H 3.67235 -4.70726 4.37511 -0.2 -0.2 0.2
H 2.47521 -3.20088 3.24002 -0.5 0.3 -0.5
H 3.88534 -1.05980 3.62967 -0.1 0.0 -0.4
H 4.85859 -2.23078 4.42656 -0.1 -0.2 0.2
H 2.87505 -0.91070 5.57905 0.3 0.1 0.5
H 2.94627 -2.64428 6.01074 0.0 -0.2 0.2
H 0.43736 -2.02957 6.30832 -0.1 -0.1 0.1
H -0.55127 -1.86775 4.84770 0.5 -0.9 -0.6
H 0.33654 -0.55262 5.35447 0.7 0.4 0.1
C -0.10332 4.32160 3.23177 0.5 0.9 0.8
O -0.50817 5.00940 4.46437 1.1 -0.8 -1.3
C -1.64352 4.47606 5.04773 -1.1 -0.5 0.9
C -1.89741 4.98315 6.48669 1.0 -0.2 -1.6
N -0.94035 4.52564 7.47944 -1.0 -0.6 0.6
C -1.07646 5.34278 8.70145 1.1 -0.7 -1.1
C -0.00591 4.92312 9.70319 -1.4 1.0 0.3
O 1.23408 5.05495 9.10619 2.4 -0.8 1.0
C 2.33281 4.67410 10.01954 -0.7 0.1 -1.0
H 0.62376 4.97311 2.74700 -0.2 0.3 0.0
H -0.90927 4.11040 2.52895 -0.3 0.1 0.3
H 0.46920 3.41509 3.42812 -0.4 -0.3 0.4
H -1.71259 3.39162 5.13326 0.9 -0.5 -0.1
H -2.50369 4.65781 4.40338 -0.4 0.6 0.0
H -2.89180 4.57202 6.66069 -0.2 0.5 0.6
H -1.80582 6.06902 6.46242 -0.9 0.5 -0.1
H 0.00382 4.62226 7.13402 0.1 0.1 -0.1
H -2.07537 5.31296 9.13664 0.0 -0.4 0.0
H -0.91894 6.37203 8.37908 0.2 0.6 0.4
H -0.21268 3.93610 10.11689 0.1 -0.3 -0.2
H -0.09735 5.65294 10.50761 0.1 0.0 0.6
H 3.28059 4.80489 9.49733 -0.2 0.3 -0.1
H 2.31224 3.62540 10.31604 -0.5 -0.2 -0.2
H 2.34179 5.23882 10.95180 -0.2 0.4 -0.1
C -3.08404 3.64613 -5.17289 0.7 -0.1 -1.0
O -2.51281 2.92489 -4.11688 -0.3 0.0 1.0
C -1.14940 2.50378 -4.23708 -0.1 -0.4 -0.4
C -0.86735 1.49834 -3.10005 -0.2 1.3 -0.1
N -1.57141 0.25762 -3.25201 -0.8 -0.7 1.2
C -1.37295 -0.62344 -2.08117 0.3 -1.5 -0.6
C -2.32074 -1.84407 -2.08049 -0.3 1.4 -0.5
O -3.66842 -1.28299 -2.04068 -0.1 -1.6 -0.6
C -4.63363 -2.33602 -2.31511 0.1 0.6 0.7
H -4.11262 3.98040 -5.03727 0.1 -0.3 0.9
H -3.13197 3.02397 -6.06661 0.2 -0.1 -0.3
H -2.50671 4.53817 -5.41591 0.2 0.2 0.0
H -0.42457 3.31775 -4.22491 -0.2 0.5 0.6
H -0.99960 2.09363 -5.23580 -0.1 -0.7 -0.1
H -1.15639 1.99608 -2.17440 -0.3 0.3 0.3
H 0.19587 1.33015 -2.92861 0.2 -0.2 -0.6
H -2.56314 0.44307 -3.29863 -0.3 0.3 -0.2
H -1.43813 -0.24861 -1.05973 0.0 1.0 -0.1
H -0.35406 -0.98722 -2.21391 0.1 -0.3 0.4
H -2.11238 -2.51765 -1.24924 -0.1 0.3 0.4
H -2.17794 -2.45810 -2.96969 -0.2 0.1 -0.4
H -4.72792 -2.98336 -1.44324 0.5 -0.4 0.0
H -4.39667 -2.88380 -3.22719 0.3 -0.1 0.0
H -5.65682 -1.97516 -2.41977 0.2 0.8 -0.2
C 2.39534 -8.40033 -2.25544 -0.6 1.2 -0.3
O 1.36550 -7.37207 -2.20130 0.5 -0.3 0.6
C 0.49344 -7.29676 -3.33515 0.1 0.3 0.1
C -0.66843 -6.28264 -3.16888 -0.3 -0.8 1.2
N -1.76198 -6.76033 -2.28706 0.1 0.2 -0.5
C -2.62785 -5.68642 -1.81003 0.1 -0.3 -0.2
C -3.57563 -6.20897 -0.75290 0.7 0.5 1.2
O -2.81079 -6.37314 0.46195 -0.4 -0.1 -0.7
C -3.52316 -6.96970 1.55599 1.4 0.7 -1.1
H 2.95997 -8.37386 -1.32346 -0.5 0.0 0.2
H 3.14415 -8.17003 -3.01330 -0.1 0.1 -0.4
H 1.99935 -9.39580 -2.45623 -0.2 0.0 0.1
H 0.17351 -8.32632 -3.49568 -0.5 0.1 -0.5
H 1.05938 -6.92038 -4.18730 0.2 -0.3 -0.3
H -1.15029 -6.02884 -4.11308 0.3 -0.4 -0.4
H -0.27179 -5.32161 -2.84148 0.4 0.1 0.4
H -1.44305 -7.25157 -1.46422 0.5 0.0 0.0
H -3.20180 -5.21687 -2.60891 -0.2 -0.4 -0.4
H -2.03310 -4.85496 -1.43181 0.0 0.1 0.5
H -4.04034 -7.15419 -1.03345 0.0 -0.1 -0.2
H -4.34761 -5.46713 -0.54836 -0.3 0.1 -0.1
H -4.37696 -6.34978 1.82951 -0.2 -0.2 0.1
H -2.74454 -6.93571 2.31801 -0.5 -0.3 0.4
H -3.76890 -7.99358 1.27426 -0.4 -0.1 0.3
```
Positions in Å, forces in eV/Å.

Results
HOMO (alpha / beta) = 0.035 / -0.233 Eh
LUMO energy (alpha / beta) = 2.16 / 2.08 eV
2S+1 = 2
gap between HOMO and LUMO (alpha / beta) = 0.0441 / 0.3096 hartree
net charge = -1

# 2
A cluster of 6 separate species, C6H24O6 in total, computed with the ωB97M-V functional and the def2-TZVPD basis.

The geometry in XYZ format:
```
36
Properties=species:S:1:pos:R:3:forces:R:3
O 2.47558 -1.43588 -1.50502 0.0 0.2 -0.3
H 2.00047 -2.22814 -1.75563 -0.1 -0.2 -0.1
H 2.28024 -1.32301 -0.57480 0.0 0.1 0.4
O -1.44813 -0.67538 2.85201 -0.4 0.0 1.1
H -0.98054 -0.70931 2.01747 0.3 -0.1 -0.6
H -2.37325 -0.64797 2.60781 -0.2 0.0 0.1
O -0.25895 -0.54666 0.52808 0.6 -0.3 -0.1
H -0.56939 -1.10083 -0.18798 -0.1 -0.6 -0.3
H -0.53381 0.33716 0.28407 -0.5 0.8 -0.2
C -0.36078 2.69148 -2.50205 0.9 -0.6 0.5
C 0.02412 2.30743 -1.03561 -1.7 2.3 -1.8
O -1.18983 1.86712 -0.44706 -0.1 -1.9 0.9
H -1.11624 3.46745 -2.62549 0.3 0.4 0.4
H -0.81233 1.82121 -2.97832 0.2 -0.2 0.0
H 0.57408 2.91363 -3.01664 -0.2 0.3 -0.4
H 0.29854 3.18271 -0.44683 0.8 0.0 -0.3
H 0.82890 1.57587 -1.10805 -0.5 -0.4 0.7
H -1.83584 2.56367 -0.30887 0.4 0.2 -0.1
C 3.30074 0.90566 3.90894 -0.8 1.2 -0.1
C 1.95061 0.68328 3.25669 -0.1 -1.1 -0.4
O 2.11715 -0.07580 2.04484 0.4 0.3 0.5
H 3.76561 -0.04485 4.17071 0.1 0.2 -0.1
H 3.02661 1.47382 4.79785 0.4 -0.2 0.5
H 3.94685 1.58154 3.34873 0.2 -0.4 -0.2
H 1.31481 1.54704 3.06239 0.5 0.6 -0.1
H 1.38248 0.14214 4.01333 -0.3 -0.5 -0.2
H 1.30318 -0.10629 1.53677 -0.3 -0.1 0.1
C -1.68056 -1.91219 -3.11041 0.5 -0.3 0.6
C -2.54740 -2.31343 -1.94472 -1.8 0.0 -0.3
O -1.82832 -2.84871 -0.90184 2.3 -1.0 1.3
H -0.85425 -1.35020 -2.67510 0.0 0.7 -0.4
H -2.25343 -1.39086 -3.87731 0.2 0.3 0.2
H -1.18332 -2.75867 -3.58404 -0.3 -0.3 0.1
H -3.28053 -3.06621 -2.23449 -0.4 0.1 -0.4
H -3.07374 -1.49712 -1.45005 -0.4 0.7 -1.0
H -2.40935 -3.02971 -0.15938 0.0 0.0 0.0
```
Positions in Å, forces in eV/Å.

Results
HOMO = -0.351 Eh
LUMO energy = 0.30 eV
2S+1 = 1
gap between HOMO and LUMO = 0.3619 hartree

In order of appearance, relative energy (zero: lowest compared OMol25 entry of this formula, charge and spin) = 0.000; 1.879 eV.
In order of appearance, F_max = 3.1; 3.4 eV Å⁻¹.